{
  "formula": "C47H50CuNPSb",
  "method": "wB97M-V/def2-TZVPD",
  "total_charge": 1,
  "energy_ha": -4097.613860,
  "homo_lumo_gap_ha": [0.3114, 0.2316],
  "spin_multiplicity": 2,
  "homo_energy_ev": [-10.256, -10.376],
  "de_lowest_ev": 0.5202,
  "species": ["Cu", "C", "C", "C", "C", "C", "C", "C", "P", "C", "C", "C", "C", "C", "C", "C", "C", "C", "C", "C", "C", "C", "C", "H", "H", "H", "H", "H", "H", "H", "H", "H", "H", "H", "H", "H", "H", "H", "H", "H", "H", "H", "H", "C", "C", "C", "C", "C", "C", "C", "Sb", "C", "C", "C", "C", "C", "C", "C", "C", "C", "C", "C", "C", "C", "C", "H", "H", "H", "H", "H", "H", "H", "H", "H", "H", "H", "H", "H", "H", "H", "H", "H", "H", "H", "H", "H", "C", "C", "C", "C", "C", "N", "H", "H", "H", "H", "H", "H", "H", "H", "H"],
  "positions_angstrom": [[0.507781, -0.204411, 0.457952], [-2.164520, 0.335741, 5.300394], [-0.664167, 0.223714, 5.252441], [0.051020, 0.309781, 6.444280], [1.434656, 0.236850, 6.471914], [2.145693, 0.071655, 5.293440], [1.455060, -0.010386, 4.097043], [0.062685, 0.062627, 4.062993], [-0.688377, -0.086138, 2.424050], [-2.060304, 1.083237, 2.241694], [-3.293746, 0.625082, 1.785640], [-4.313159, 1.517976, 1.486019], [-4.102580, 2.876550, 1.653318], [-2.880000, 3.333651, 2.124140], [-1.838234, 2.459862, 2.413301], [-0.522424, 3.003644, 2.896028], [-1.354645, -1.774127, 2.312839], [-1.611963, -2.604241, 3.391524], [-1.914033, -3.945143, 3.179617], [-1.930770, -4.458148, 1.890149], [-1.659204, -3.637980, 0.805357], [-1.390111, -2.282182, 0.999100], [-1.163030, -1.371303, -0.114663], [-2.528880, 0.061334, 6.289275], [-2.661847, -0.297908, 4.567136], [-2.485939, 1.360607, 5.099713], [-0.494203, 0.431892, 7.372117], [1.955882, 0.306368, 7.417468], [3.225174, 0.010626, 5.305532], [2.001288, -0.127989, 3.167640], [-3.466205, -0.438809, 1.670397], [-5.266666, 1.150062, 1.130833], [-4.884071, 3.584794, 1.410797], [-2.720680, 4.397832, 2.249669], [-0.489946, 4.086150, 2.781958], [0.317785, 2.580331, 2.335969], [-0.351585, 2.773892, 3.949577], [-1.538113, -2.225946, 4.403315], [-2.109065, -4.592034, 4.024027], [-2.148284, -5.505613, 1.729083], [-1.671282, -4.038848, -0.200318], [-1.806958, -0.498303, -0.163663], [-0.952483, -1.805020, -1.088646], [-0.622508, 5.231458, 0.081172], [-1.936713, 4.994661, -0.612010], [-2.883769, 6.015577, -0.631363], [-4.083475, 5.873300, -1.309011], [-4.346207, 4.699707, -1.997938], [-3.413728, 3.673099, -1.984223], [-2.218207, 3.797985, -1.282696], [-0.758924, 2.231687, -1.181317], [-1.610404, 0.801637, -2.532379], [-2.910850, 0.399766, -2.222040], [-3.524654, -0.654210, -2.881685], [-2.824558, -1.337519, -3.863652], [-1.521202, -0.967576, -4.157077], [-0.893162, 0.088435, -3.498268], [0.538399, 0.410862, -3.837460], [0.778477, 3.235772, -2.275391], [1.982124, 3.366824, -1.583781], [3.036390, 4.105576, -2.101543], [2.892668, 4.711554, -3.339114], [1.700612, 4.581103, -4.036167], [0.626735, 3.859813, -3.519214], [-0.653350, 3.792249, -4.305641], [-0.707924, 6.026483, 0.822198], [0.150988, 5.522368, -0.633116], [-0.264677, 4.334681, 0.594404], [-2.669213, 6.941110, -0.109779], [-4.802722, 6.681830, -1.309986], [-5.269118, 4.582243, -2.550406], [-3.626943, 2.774955, -2.545364], [-3.459898, 0.902318, -1.431335], [-4.535667, -0.941545, -2.624504], [-3.284242, -2.162014, -4.392465], [-0.970378, -1.512820, -4.914408], [0.970312, -0.378314, -4.452690], [1.150129, 0.516712, -2.937734], [0.624467, 1.351310, -4.386798], [2.092922, 2.899490, -0.609017], [3.955414, 4.217036, -1.540295], [3.701881, 5.292722, -3.761854], [1.593957, 5.057787, -5.003359], [-0.457880, 3.908462, -5.371384], [-1.335313, 4.589754, -4.001721], [-1.178960, 2.848045, -4.155321], [5.664394, -0.595806, -0.520598], [4.599644, -0.324317, -1.590060], [4.549816, -1.464366, -2.616519], [4.844147, 1.022238, -2.283650], [3.286558, -0.257956, -0.929187], [2.263081, -0.198390, -0.417526], [6.638853, -0.632313, -1.007372], [5.493591, -1.550200, -0.023458], [5.685107, 0.194511, 0.229205], [5.524305, -1.534651, -3.099520], [3.799556, -1.272416, -3.383164], [4.332813, -2.419736, -2.139962], [5.790879, 0.964776, -2.821095], [4.906740, 1.833194, -1.559510], [4.052114, 1.257320, -2.994634]],
  "atomic_forces_ev_per_a": [[-0.012, 0.432, 0.190], [-0.040, 0.029, -0.018], [0.010, 0.008, 0.017], [0.004, -0.015, -0.007], [0.013, -0.003, -0.003], [-0.010, 0.002, 0.015], [0.006, 0.010, -0.012], [-0.063, 0.030, 0.057], [0.174, -0.128, -0.206], [0.000, 0.008, 0.044], [-0.024, 0.008, 0.010], [0.006, 0.002, 0.004], [-0.006, 0.013, 0.016], [0.011, -0.014, -0.013], [-0.038, -0.003, -0.012], [0.038, 0.017, 0.064], [-0.027, -0.009, 0.054], [0.013, 0.003, 0.006], [0.000, -0.010, -0.013], [-0.001, 0.003, -0.010], [0.008, -0.017, 0.041], [-0.028, -0.007, -0.001], [-0.023, -0.181, -0.098], [-0.007, 0.007, 0.004], [0.013, 0.005, 0.009], [0.001, 0.006, -0.002], [-0.009, 0.004, 0.003], [0.007, 0.001, 0.002], [0.010, -0.002, 0.002], [-0.004, 0.001, -0.005], [0.008, -0.011, -0.002], [-0.007, -0.005, -0.009], [-0.001, 0.006, 0.005], [-0.004, 0.004, 0.003], [-0.014, -0.031, 0.033], [0.001, -0.017, -0.013], [-0.001, -0.023, 0.001], [0.005, -0.020, -0.015], [-0.002, -0.004, 0.004], [0.000, -0.004, 0.003], [-0.001, -0.003, -0.010], [0.031, -0.012, 0.040], [-0.029, -0.016, -0.008], [0.014, -0.015, 0.037], [0.035, 0.001, -0.028], [0.007, 0.001, 0.013], [-0.019, 0.000, -0.004], [0.002, 0.014, 0.005], [0.026, -0.023, 0.033], [0.001, 0.067, -0.070], [0.158, -0.147, -0.030], [-0.133, 0.016, 0.079], [-0.054, 0.018, -0.056], [0.016, 0.004, -0.021], [0.012, 0.007, 0.012], [-0.014, -0.003, -0.012], [0.084, 0.003, -0.034], [0.044, 0.004, -0.042], [0.037, 0.094, 0.047], [-0.008, 0.002, 0.009], [-0.007, 0.007, -0.006], [-0.010, 0.009, -0.010], [0.019, -0.016, 0.000], [-0.024, 0.009, -0.011], [-0.055, 0.008, 0.004], [-0.003, 0.004, 0.001], [-0.012, 0.004, -0.008], [-0.008, 0.041, -0.035], [0.007, 0.007, 0.001], [-0.008, -0.001, 0.001], [-0.008, -0.001, -0.005], [-0.005, -0.045, -0.030], [0.002, 0.019, 0.016], [-0.011, -0.002, 0.000], [-0.006, -0.003, -0.001], [0.008, -0.008, -0.003], [0.004, -0.006, -0.004], [-0.010, -0.009, -0.010], [-0.010, -0.080, 0.019], [0.005, -0.004, 0.004], [0.009, -0.004, 0.003], [0.007, -0.001, 0.003], [-0.004, 0.007, -0.009], [-0.006, 0.013, -0.006], [0.000, -0.001, 0.006], [0.003, 0.023, -0.005], [0.025, -0.010, 0.000], [-0.083, 0.004, -0.033], [0.026, -0.004, -0.017], [0.035, -0.013, -0.007], [-0.004, 0.054, 0.029], [-0.068, -0.107, -0.003], [0.004, 0.000, 0.002], [-0.007, -0.001, 0.003], [-0.006, 0.005, 0.000], [0.000, -0.001, -0.006], [-0.014, 0.000, 0.003], [-0.004, -0.004, 0.005], [0.003, 0.003, -0.004], [-0.004, -0.001, 0.007], [0.000, -0.001, -0.003]]
}

***

{
  "formula": "C47H50GaN4PS3Si",
  "method": "wB97M-V/def2-TZVPD",
  "total_charge": 2,
  "energy_ha": -5789.575770,
  "homo_lumo_gap_ha": 0.3052,
  "spin_multiplicity": 1,
  "homo_energy_ev": -12.884,
  "de_lowest_ev": 0.7738,
  "species": ["Ga", "N", "S", "N", "S", "N", "S", "N", "C", "C", "C", "C", "C", "C", "C", "C", "C", "C", "C", "C", "C", "C", "C", "C", "C", "C", "C", "C", "C", "C", "C", "C", "C", "C", "C", "C", "C", "C", "C", "C", "C", "C", "C", "C", "H", "H", "H", "H", "H", "H", "H", "H", "H", "H", "H", "H", "H", "H", "H", "H", "H", "H", "H", "H", "H", "H", "H", "H", "H", "H", "H", "H", "H", "H", "C", "Si", "C", "C", "H", "H", "H", "H", "H", "H", "H", "H", "H", "C", "P", "C", "C", "C", "C", "C", "C", "C", "H", "H", "H", "H", "H", "H", "H", "H", "H", "H", "H"],
  "positions_angstrom": [[-1.426231, 0.429510, -2.062403], [-2.055160, -0.665949, -0.619391], [-1.876150, -1.175101, 0.744481], [-0.374419, -1.084374, 1.432530], [0.313733, 0.125168, 2.121269], [0.311133, 1.526133, 1.463821], [0.696576, 1.962825, -0.081914], [-0.310369, 1.699460, -1.112741], [2.298738, 1.266305, -0.507683], [3.439696, 2.045708, -0.614311], [4.613311, 1.459713, -1.066032], [4.634050, 0.116781, -1.409253], [3.478335, -0.648998, -1.318745], [2.300087, -0.073116, -0.874227], [0.918494, 3.702060, 0.227349], [1.819339, 4.130633, 1.192530], [1.943830, 5.488514, 1.431206], [1.174679, 6.393064, 0.708234], [0.274081, 5.944417, -0.248689], [0.140254, 4.587157, -0.495603], [-0.287179, 0.463076, 3.759968], [-0.138396, -0.546475, 4.702135], [-0.542153, -0.305236, 6.002684], [-1.082368, 0.931061, 6.340835], [-1.216324, 1.930667, 5.387187], [-0.811229, 1.702845, 4.080586], [1.957688, -0.453262, 2.483305], [2.827340, 0.495118, 3.004344], [4.107120, 0.103958, 3.354489], [4.491857, -1.222150, 3.191876], [3.604207, -2.159201, 2.681952], [2.320920, -1.778335, 2.322611], [-3.033908, -0.517427, 1.927697], [-3.760532, 0.605791, 1.576704], [-4.649083, 1.138084, 2.498693], [-4.803493, 0.533328, 3.738757], [-4.074082, -0.602541, 4.071911], [-3.175659, -1.134691, 3.163773], [-2.089154, -2.941781, 0.791543], [-3.304772, -3.510470, 1.133253], [-3.445974, -4.887053, 1.029231], [-2.393702, -5.664837, 0.568171], [-1.182718, -5.077800, 0.221447], [-1.025209, -3.708010, 0.336360], [3.409500, 3.099711, -0.373931], [5.505437, 2.063326, -1.163934], [5.548808, -0.334780, -1.770071], [3.488576, -1.690839, -1.611386], [1.380048, -0.642868, -0.826925], [2.410450, 3.412941, 1.746471], [2.641684, 5.840649, 2.178581], [1.280411, 7.453273, 0.894098], [-0.321896, 6.653543, -0.806435], [-0.556840, 4.205041, -1.231029], [0.297135, -1.498256, 4.420296], [-0.428951, -1.074596, 6.754129], [-1.392269, 1.118130, 7.360606], [-1.625997, 2.893088, 5.661889], [-0.883891, 2.466787, 3.317719], [2.485333, 1.513496, 3.142262], [4.796408, 0.828813, 3.765165], [5.487879, -1.529862, 3.481039], [3.906410, -3.191572, 2.570030], [1.604113, -2.488079, 1.929628], [-3.630849, 1.032188, 0.588834], [-5.227643, 2.015082, 2.243075], [-5.510005, 0.942042, 4.449288], [-4.200143, -1.070945, 5.038206], [-2.604893, -2.025590, 3.393320], [-4.132652, -2.899398, 1.468366], [-4.379927, -5.352581, 1.312165], [-2.519552, -6.735008, 0.474156], [-0.362764, -5.691984, -0.126828], [-0.092958, -3.216820, 0.083445], [-3.431823, 3.131099, -2.279256], [-2.390084, 2.138191, -3.511232], [-3.461859, 1.491582, -4.921856], [-0.865578, 3.069951, -4.148801], [-3.551522, 4.171815, -2.584879], [-2.953410, 3.113155, -1.297214], [-4.427257, 2.693307, -2.190717], [-3.938832, 2.330796, -5.433357], [-4.252893, 0.840681, -4.547245], [-2.882452, 0.941251, -5.664059], [-0.772165, 2.970701, -5.231267], [0.037613, 2.666880, -3.687328], [-0.904231, 4.136866, -3.923386], [-1.228836, -2.621483, -3.713724], [0.063199, -1.359745, -3.377939], [0.106210, -0.523328, -5.010474], [1.582204, -2.373842, -3.378919], [2.660637, -2.082575, -4.208449], [3.790984, -2.887326, -4.191984], [3.867827, -3.970087, -3.328828], [2.810314, -4.240674, -2.470211], [1.675657, -3.445980, -2.491404], [-0.981959, -3.196819, -4.604875], [-2.180331, -2.106147, -3.857084], [-1.329704, -3.293913, -2.861475], [0.380052, -1.226425, -5.796499], [0.805146, 0.313426, -5.013473], [-0.890875, -0.129965, -5.209566], [2.620494, -1.236153, -4.880670], [4.604894, -2.670493, -4.871201], [4.749475, -4.596565, -3.324082], [2.866018, -5.085438, -1.795339], [0.844921, -3.682243, -1.835375]],
  "atomic_forces_ev_per_a": [[0.403, 0.112, 0.453], [-0.042, 0.048, 0.231], [0.144, 0.217, -0.587], [-0.094, -0.103, 0.159], [-0.083, 0.141, -0.196], [0.424, -0.056, 0.065], [-0.574, -0.297, -0.205], [0.372, 0.043, 0.157], [-0.132, 0.298, 0.190], [-0.056, 0.153, 0.066], [0.029, 0.005, -0.024], [0.004, -0.005, -0.014], [-0.005, -0.031, 0.078], [-0.069, -0.005, 0.125], [0.150, -0.270, 0.071], [-0.058, 0.046, 0.133], [0.064, -0.061, 0.006], [-0.061, -0.026, -0.064], [0.066, 0.130, 0.056], [-0.045, -0.194, -0.160], [-0.080, 0.058, -0.099], [-0.013, -0.135, -0.067], [-0.035, -0.002, -0.032], [-0.024, 0.036, 0.015], [-0.023, -0.052, 0.059], [-0.057, 0.082, -0.199], [-0.090, -0.036, -0.231], [-0.087, 0.082, -0.047], [-0.046, 0.017, -0.002], [0.021, -0.033, 0.025], [0.049, -0.015, 0.010], [-0.207, -0.053, -0.145], [0.255, -0.167, 0.013], [0.102, 0.023, -0.216], [-0.003, -0.003, 0.025], [-0.048, 0.042, 0.000], [0.108, 0.001, 0.015], [0.080, 0.025, 0.070], [0.092, 0.086, 0.194], [-0.074, 0.081, -0.061], [0.038, -0.062, -0.026], [-0.060, -0.025, 0.018], [0.017, 0.026, -0.007], [0.080, 0.075, 0.008], [0.092, -0.059, -0.051], [0.006, -0.010, 0.009], [0.007, 0.005, 0.013], [0.041, 0.037, 0.077], [0.008, -0.100, 0.028], [-0.016, 0.040, 0.053], [0.001, 0.013, -0.007], [-0.015, 0.003, -0.001], [-0.015, -0.004, 0.005], [0.029, 0.013, -0.014], [-0.022, -0.003, 0.063], [0.005, -0.002, -0.006], [0.010, 0.002, -0.006], [-0.002, -0.003, -0.010], [-0.037, 0.011, 0.067], [0.095, 0.027, 0.032], [0.014, -0.013, -0.003], [0.005, 0.007, -0.020], [0.010, 0.007, 0.001], [0.055, -0.011, 0.005], [-0.028, 0.038, 0.040], [-0.009, -0.004, 0.003], [0.013, 0.005, 0.000], [-0.037, -0.007, 0.006], [0.006, 0.030, 0.104], [0.014, -0.042, -0.018], [-0.022, 0.016, -0.041], [0.016, -0.004, 0.034], [0.001, 0.005, -0.018], [0.012, -0.095, 0.019], [0.288, -0.209, -0.141], [-0.300, -0.313, -0.262], [0.163, 0.216, 0.256], [-0.164, -0.196, 0.152], [0.030, 0.005, -0.054], [-0.053, 0.097, 0.035], [0.006, -0.036, 0.027], [0.000, -0.001, -0.034], [0.003, -0.010, 0.002], [-0.006, -0.006, -0.008], [-0.033, -0.049, -0.007], [0.049, 0.081, -0.019], [-0.068, 0.002, 0.037], [0.125, 0.139, 0.239], [-0.632, 0.067, -0.825], [0.166, -0.011, 0.195], [-0.065, 0.259, 0.381], [-0.114, 0.006, -0.067], [0.020, 0.009, -0.069], [0.027, 0.090, 0.013], [0.010, -0.092, 0.055], [-0.097, -0.037, -0.063], [0.011, 0.002, -0.010], [-0.025, -0.050, -0.010], [-0.046, -0.001, -0.006], [-0.028, -0.004, -0.023], [-0.005, 0.001, 0.013], [0.009, -0.016, 0.001], [0.024, -0.016, -0.032], [0.029, -0.004, 0.036], [-0.013, -0.021, 0.003], [-0.003, 0.010, -0.001], [0.027, -0.008, -0.033]]
}